[1]
The ion C7H11NP with charge +1 in a non-equilibrium geometry. Source: OMol25; level of theory: the ωB97M-V functional and the def2-TZVPD basis.

Last column: natural (NBO) charge in e.
Element x y z (Å)
1 C -0.308 0.244 -2.043  -0.304
2 C 0.088 -0.948 -1.442  -0.049
3 C 0.435 -0.298 0.891  -0.126
4 C -0.721 1.422 -1.395  0.207
5 C 0.135 -1.205 0.001  -0.056
6 C 0.840 1.094 0.365  -0.292
7 C -0.057 -2.652 0.511  -0.636
8 N -0.270 1.842 -0.273  -0.502
9 P -0.948 3.127 0.760  0.552
10 H -0.457 0.329 -3.084  0.252
11 H 0.377 -1.748 -2.141  0.247
12 H 0.289 -0.365 1.933  0.230
13 H -1.465 2.054 -1.936  0.239
14 H 1.141 1.797 1.179  0.241
15 H 1.530 0.733 -0.443  0.254
16 H -1.038 -2.876 0.980  0.253
17 H 0.566 -2.721 1.479  0.237
18 H 0.327 -3.298 -0.336  0.237
19 H -1.760 2.111 1.415  0.000
20 H -2.099 3.544 -0.209  0.016

Force components x, y, z for each atom (eV/Å):
C 0.81 -1.85 1.16
C 0.06 1.44 -0.77
C -0.42 3.76 -0.41
C -1.19 0.93 -0.86
C -0.70 -2.50 -0.48
C -0.03 -0.84 0.35
C 1.24 0.36 0.96
N 0.34 -0.69 0.50
P -2.26 0.21 -0.81
H 0.09 -0.49 -1.17
H -0.47 0.16 0.51
H 0.17 -0.68 1.05
H 0.53 -0.48 0.67
H 0.78 -0.93 -0.82
H 0.13 1.65 0.64
H 0.13 0.02 -1.35
H -0.33 -0.27 -1.87
H -0.80 0.08 1.51
H 0.25 0.85 -0.14
H 1.69 -0.73 1.34

Its charge is +1. The SMILES is CC1=CC[N+](P)=CC=C1. As for the energy relative to the best compared isomer or geometry (same formula, charge and spin): 83.7 kJ/mol. The molar mass comes out at 140.15 u. Its LUMO energy is -5.19 eV. The HOMO-LUMO gap comes out at 0.3139 Eh. The multiplicity is 1. The calculation puts the HOMO energy at -13.7283 eV.



[2]
A cluster of 10 separate species, C28H60O18S6 in total in a non-equilibrium geometry. Source: OMol25; level of theory: the ωB97M-V functional and the def2-TZVPD basis.

Last column: Löwdin charge in e.
Element x y z (Å)
1 C -13.605 17.558 -3.994  -0.038
2 C -12.873 16.925 -5.194  -0.255
3 C -13.466 15.538 -5.627  -0.051
4 O -13.551 15.762 -7.072  0.053
5 C -13.424 17.078 -7.395  -0.601
6 O -13.669 17.536 -8.483  0.148
7 O -13.126 17.773 -6.346  0.098
8 H -13.153 18.540 -3.857  0.074
9 H -13.478 17.023 -3.053  0.075
10 H -14.679 17.667 -4.146  0.089
11 H -11.799 16.847 -5.024  0.150
12 H -14.378 15.293 -5.083  0.125
13 H -12.761 14.743 -5.385  0.125
14 C -17.707 17.783 4.993  0.002
15 C -18.488 17.384 3.674  -0.284
16 C -19.507 18.412 3.224  -0.105
17 O -19.327 18.549 1.822  0.075
18 C -18.122 18.056 1.476  -0.517
19 O -17.744 18.073 0.287  0.107
20 O -17.591 17.455 2.558  0.035
21 H -16.997 17.027 5.330  0.066
22 H -18.372 17.888 5.850  0.087
23 H -17.063 18.654 4.868  0.082
24 H -18.875 16.372 3.789  0.136
25 H -19.302 19.307 3.811  0.134
26 H -20.441 17.948 3.540  0.140
27 C -10.192 21.629 5.994  -0.013
28 C -11.462 21.647 5.162  -0.307
29 C -11.896 20.269 4.724  -0.106
30 O -13.292 20.399 4.963  0.043
31 C -13.597 21.477 5.701  -0.586
32 O -14.733 21.661 6.188  0.076
33 O -12.567 22.206 5.852  0.141
34 H -9.707 22.572 6.244  0.080
35 H -9.441 21.035 5.473  0.072
36 H -10.518 21.338 6.993  0.093
37 H -11.275 22.293 4.304  0.138
38 H -11.486 19.441 5.301  0.139
39 H -11.743 20.063 3.665  0.089
40 C -17.093 11.859 4.228  -0.008
41 C -16.874 12.596 2.932  -0.349
42 C -16.784 14.097 3.098  -0.099
43 O -15.823 14.412 2.076  0.040
44 C -15.036 13.360 1.833  -0.545
45 O -14.072 13.360 1.111  0.165
46 O -15.589 12.299 2.473  0.088
47 H -16.341 12.092 4.981  0.075
48 H -16.945 10.811 3.967  0.094
49 H -18.057 12.054 4.698  0.094
50 H -17.669 12.485 2.195  0.162
51 H -16.563 14.486 4.092  0.127
52 H -17.768 14.446 2.784  0.128
53 C -14.236 17.205 0.308  -0.231
54 S -13.158 17.682 1.727  0.875
55 O -12.925 19.203 1.627  -0.580
56 C -14.329 17.297 3.088  -0.226
57 H -14.646 16.216 0.507  0.031
58 H -13.674 17.132 -0.624  0.034
59 H -15.184 17.736 0.227  0.037
60 H -15.145 18.015 3.002  0.034
61 H -13.798 17.474 4.023  0.050
62 H -14.741 16.294 2.976  0.029
63 C -13.759 13.949 5.414  -0.224
64 S -11.940 13.810 4.868  0.856
65 O -11.573 15.261 4.503  -0.586
66 C -11.212 13.401 6.502  -0.259
67 H -14.354 14.213 4.539  0.007
68 H -13.940 14.743 6.138  0.058
69 H -14.097 12.989 5.803  0.039
70 H -11.713 12.474 6.782  0.042
71 H -11.552 14.157 7.209  0.054
72 H -10.141 13.253 6.366  0.051
73 C -9.183 18.918 0.873  -0.266
74 S -8.683 19.973 2.278  0.847
75 O -9.335 19.385 3.546  -0.564
76 C -6.870 19.521 2.389  -0.224
77 H -8.844 17.889 0.997  0.051
78 H -8.762 19.235 -0.081  0.047
79 H -10.233 18.755 0.629  0.039
80 H -6.550 19.721 3.412  0.048
81 H -6.222 20.092 1.725  0.049
82 H -6.869 18.448 2.197  0.043
83 C -14.689 20.106 -1.830  -0.285
84 S -15.621 21.439 -2.654  0.822
85 O -15.130 22.772 -2.072  -0.561
86 C -14.947 21.178 -4.411  -0.221
87 H -14.980 19.139 -2.240  0.032
88 H -14.873 20.197 -0.759  0.022
89 H -13.658 20.390 -2.041  0.028
90 H -14.992 20.111 -4.629  0.020
91 H -13.910 21.505 -4.341  0.044
92 H -15.497 21.804 -5.115  0.043
93 C -18.502 22.532 1.259  -0.240
94 S -16.934 21.631 0.879  0.843
95 O -15.854 22.695 0.589  -0.550
96 C -16.543 21.082 2.586  -0.227
97 H -19.277 21.909 1.707  0.042
98 H -18.852 22.973 0.326  0.052
99 H -18.289 23.275 2.027  0.051
100 H -16.969 20.108 2.824  0.010
101 H -17.033 21.775 3.269  0.050
102 H -15.524 20.935 2.944  0.052
103 C -12.021 22.396 1.615  -0.251
104 S -12.427 22.251 -0.162  0.838
105 O -13.043 23.627 -0.500  -0.546
106 C -10.789 22.260 -0.970  -0.255
107 H -11.135 21.870 1.973  0.024
108 H -12.873 22.057 2.205  0.037
109 H -11.994 23.456 1.868  0.059
110 H -10.916 22.506 -2.024  0.048
111 H -10.219 21.350 -0.787  0.025
112 H -10.197 23.125 -0.673  0.051

Force components x, y, z for each atom (eV/Å):
C 0.86 0.18 -0.36
C -1.59 -0.49 0.69
C 1.50 1.67 -0.48
O -0.44 -1.22 0.65
C -1.53 -0.70 -1.98
O 0.59 -0.71 0.97
O 1.07 0.95 2.21
H -0.25 0.12 0.15
H 0.24 -0.29 -0.15
H 0.07 -0.04 -0.34
H -0.02 0.21 -0.09
H -0.52 0.27 -0.78
H 0.05 -0.03 -0.50
C -0.13 -0.70 -0.76
C 1.78 1.10 0.97
C -0.21 -0.88 1.55
O -0.47 0.50 0.51
C -0.41 -0.57 -3.51
O -0.39 -0.15 4.59
O 1.65 -0.74 -0.86
H -0.08 -0.47 -0.39
H -0.27 0.34 -0.22
H -0.49 0.35 -0.18
H -0.03 -0.04 -0.33
H -0.31 0.47 -0.59
H -0.61 0.78 -0.75
C -0.40 0.56 0.78
C 2.54 0.94 -0.90
C -0.44 0.30 -0.23
O -1.55 -1.13 -0.25
C -5.03 -1.69 1.08
O 3.22 -0.30 -1.53
O 1.83 2.01 1.05
H -0.37 0.53 -0.70
H -0.20 -0.50 0.44
H 0.47 -1.04 0.05
H -0.25 -0.02 -0.21
H 0.01 0.11 0.18
H 0.00 0.08 0.16
C 0.10 -0.65 -0.17
C -0.22 1.33 1.79
C -1.08 0.00 -1.00
O -0.14 1.61 0.55
C 0.39 -0.59 -1.03
O -1.27 -0.08 1.33
O 1.45 -1.28 -1.01
H 0.20 0.26 -0.24
H -0.45 -0.22 0.43
H -0.15 -0.20 -0.34
H 0.28 -0.97 -0.29
H 0.54 -0.02 -0.12
H 0.26 0.76 0.06
C -0.61 -0.68 0.76
S 0.04 1.04 -0.89
O -0.62 -1.92 0.40
C -0.03 0.99 -0.56
H 0.57 -0.45 0.23
H 0.08 0.43 0.22
H 0.39 0.90 -0.06
H -0.03 0.03 0.04
H 0.05 -0.25 -0.09
H 0.38 0.02 0.00
C 0.79 -0.31 -0.18
S -0.82 2.65 -0.09
O -0.38 -2.33 0.69
C -1.23 0.06 -0.60
H 0.37 -0.17 -0.22
H 0.54 -0.01 0.16
H 0.04 -0.03 0.00
H 0.25 -0.24 0.02
H 0.61 0.16 -0.01
H -0.17 0.27 0.21
C 0.51 -1.11 -0.69
S -0.77 -0.55 1.32
O 1.15 0.71 -1.88
C -1.03 -0.35 -0.06
H 0.39 -0.01 0.46
H 0.43 0.51 0.20
H -0.42 0.92 0.94
H -0.36 0.00 0.02
H -0.35 -0.10 -0.28
H 0.43 0.06 0.01
C 0.19 0.95 -0.58
S -0.24 1.77 0.19
O -0.49 -2.56 -1.82
C 0.25 0.24 1.65
H 0.03 0.09 0.10
H -0.06 -0.04 -0.13
H 0.21 -0.50 0.19
H -0.16 0.12 -0.17
H 0.07 0.00 -0.20
H -0.07 -0.18 0.21
C 0.45 -0.16 0.52
S 2.26 1.70 0.14
O -2.18 -1.77 0.70
C -1.11 -0.31 0.97
H 0.09 -0.49 -0.34
H 0.14 0.00 0.12
H 0.27 0.31 -0.32
H -0.49 -0.19 -0.39
H 0.18 0.18 0.06
H 0.42 0.59 -1.01
C -0.12 0.25 0.36
S -1.26 2.64 -0.49
O 1.57 -2.29 0.69
C 0.43 0.84 0.41
H 0.10 -0.07 -0.34
H -0.18 -0.49 -0.42
H 0.47 0.17 -0.45
H -0.54 -0.70 -0.11
H -0.18 -0.10 -0.15
H -0.03 0.02 0.68

As for the energy relative to the best compared isomer or geometry (same formula, charge and spin): 375.9 kJ/mol. The molar mass comes out at 877.17 u. Its LUMO energy is -0.19 eV. The HOMO-LUMO gap comes out at 0.2693 Eh. The multiplicity is 1. The calculation puts the HOMO energy at -7.5176 eV.



[3]
A structure of composition C40H51NO7P2PtS. Source: OMol25; level of theory: the ωB97M-V functional and the def2-TZVPD basis.

Last column: Löwdin charge in e.
Element x y z (Å)
1 Pt 0.274 0.351 0.574  0.952
2 C 2.263 2.822 -1.328  -0.099
3 C 3.155 1.589 -1.158  -0.498
4 C 4.122 1.494 -2.337  -0.110
5 P 2.102 0.104 -0.831  1.004
6 C 1.869 -0.896 -2.377  -0.489
7 C 3.134 -1.535 -2.955  -0.099
8 C 0.867 -2.020 -2.095  -0.105
9 C 3.050 -1.044 0.212  -0.273
10 C 4.418 -1.263 0.104  -0.036
11 C 5.082 -2.163 0.926  -0.259
12 C 6.561 -2.401 0.795  -0.042
13 C 4.334 -2.831 1.894  -0.022
14 C 2.976 -2.620 2.034  -0.008
15 C 2.310 -1.751 1.170  -0.239
16 N 0.942 -1.379 1.358  -0.071
17 C 0.072 -2.093 2.026  -0.208
18 C 0.001 -3.606 1.900  -0.257
19 C -0.705 -4.269 3.041  0.036
20 C -1.486 -3.586 3.878  -0.261
21 C -2.315 -4.235 4.944  -0.036
22 C -1.628 -2.141 3.713  0.011
23 C -0.957 -1.410 2.802  -0.247
24 P -0.984 0.395 2.490  0.990
25 C 0.050 1.134 3.824  -0.529
26 C 0.510 2.534 3.416  -0.112
27 C -0.599 1.142 5.205  -0.106
28 C -2.679 1.104 2.615  -0.488
29 C -3.593 0.511 3.688  -0.104
30 C -3.387 1.038 1.261  -0.093
31 H 2.890 3.714 -1.383  0.090
32 H 1.552 2.944 -0.515  0.051
33 H 1.693 2.761 -2.259  0.070
34 H 3.737 1.702 -0.236  0.113
35 H 3.591 1.294 -3.268  0.079
36 H 4.892 0.735 -2.206  0.056
37 H 4.625 2.457 -2.450  0.084
38 H 1.449 -0.189 -3.101  0.088
39 H 3.568 -2.240 -2.245  0.074
40 H 3.902 -0.824 -3.246  0.048
41 H 2.857 -2.103 -3.846  0.087
42 H 1.301 -2.755 -1.410  0.082
43 H 0.644 -2.543 -3.027  0.095
44 H -0.065 -1.668 -1.668  0.033
45 H 4.986 -0.712 -0.636  0.103
46 H 7.024 -1.656 0.149  0.077
47 H 6.758 -3.385 0.366  0.087
48 H 7.054 -2.362 1.767  0.082
49 H 4.835 -3.505 2.579  0.121
50 H 2.452 -3.088 2.856  0.118
51 H 0.994 -4.026 1.772  0.135
52 H -0.612 -5.345 3.114  0.132
53 H -2.016 -5.270 5.099  0.082
54 H -3.365 -4.224 4.644  0.096
55 H -2.233 -3.701 5.893  0.082
56 H -2.304 -1.645 4.398  0.102
57 H 0.919 0.466 3.853  0.108
58 H -0.335 3.225 3.360  0.082
59 H 0.994 2.529 2.440  0.050
60 H 1.209 2.922 4.159  0.082
61 H -1.455 1.817 5.234  0.076
62 H 0.122 1.495 5.944  0.083
63 H -0.928 0.148 5.514  0.066
64 H -2.472 2.156 2.849  0.115
65 H -3.915 -0.488 3.392  0.083
66 H -4.490 1.130 3.758  0.087
67 H -3.146 0.464 4.679  0.054
68 H -3.520 0.002 0.949  0.081
69 H -2.828 1.566 0.495  0.053
70 H -4.370 1.506 1.341  0.093
71 O -1.179 0.431 -1.842  -0.078
72 C -1.479 1.764 -2.157  -0.319
73 C -0.996 2.700 -1.006  -0.567
74 O -1.212 3.896 -1.081  0.062
75 O -0.393 2.195 0.025  -0.270
76 C -2.982 1.956 -2.421  -0.116
77 C -3.505 3.216 -2.713  -0.017
78 C -4.858 3.377 -2.963  -0.073
79 C -5.715 2.286 -2.935  -0.094
80 C -5.201 1.029 -2.668  -0.076
81 C -3.844 0.863 -2.420  -0.019
82 C -0.687 2.072 -3.444  -0.121
83 C -0.252 3.351 -3.785  -0.041
84 C 0.450 3.565 -4.964  -0.076
85 C 0.721 2.514 -5.825  -0.093
86 C 0.270 1.242 -5.503  -0.079
87 C -0.429 1.024 -4.324  -0.033
88 H -1.833 0.002 -1.273  0.053
89 H -2.851 4.073 -2.726  0.107
90 H -5.243 4.365 -3.183  0.102
91 H -6.772 2.415 -3.132  0.099
92 H -5.850 0.163 -2.657  0.104
93 H -3.484 -0.143 -2.247  0.118
94 H -0.449 4.179 -3.119  0.108
95 H 0.784 4.566 -5.207  0.103
96 H 1.268 2.684 -6.744  0.099
97 H 0.457 0.412 -6.173  0.103
98 H -0.783 0.033 -4.082  0.120
99 O -2.204 -3.986 -1.131  -0.278
100 S -2.072 -3.265 0.097  0.425
101 O -3.007 -3.569 1.153  -0.290
102 O -1.836 -1.832 -0.056  -0.359
103 O -0.586 -3.856 0.611  -0.190

Force components x, y, z for each atom (eV/Å):
Pt 0.42 0.72 0.37
C 0.04 0.00 -0.01
C 0.01 0.03 0.07
C 0.03 0.03 0.01
P -0.01 -0.34 -0.48
C 0.05 0.03 -0.01
C 0.08 0.11 -0.02
C 0.00 0.08 0.03
C -0.20 -0.17 0.18
C -0.02 -0.01 -0.02
C -0.01 -0.03 0.03
C 0.00 0.00 -0.01
C 0.04 0.01 0.00
C -0.04 0.12 -0.01
C 0.12 0.10 -0.30
N -0.14 -0.13 0.47
C 0.08 0.14 -0.26
C -0.01 0.10 -0.10
C -0.13 0.09 -0.13
C 0.04 -0.10 -0.11
C 0.02 -0.02 0.05
C 0.02 0.16 -0.03
C 0.00 -0.03 -0.21
P -0.16 -0.40 0.00
C -0.10 -0.01 0.10
C -0.03 -0.01 -0.05
C 0.03 -0.03 0.01
C 0.01 -0.02 -0.08
C -0.01 0.00 0.00
C 0.05 0.00 -0.01
H 0.02 0.00 -0.04
H 0.12 0.03 0.01
H 0.06 -0.01 0.04
H -0.05 -0.02 0.04
H -0.01 0.04 0.00
H 0.00 -0.01 -0.02
H 0.00 0.01 0.01
H -0.05 -0.05 0.07
H 0.00 -0.04 0.00
H -0.02 -0.05 -0.01
H -0.02 0.00 0.00
H -0.02 0.00 -0.01
H -0.01 0.00 0.01
H -0.07 0.01 0.01
H 0.00 0.00 0.01
H 0.00 0.00 0.00
H 0.00 0.00 0.00
H 0.00 0.00 0.00
H -0.01 0.00 0.01
H -0.01 0.00 0.02
H -0.02 -0.05 0.06
H -0.02 -0.01 -0.02
H -0.01 0.00 -0.01
H 0.00 0.01 0.01
H 0.00 -0.01 0.00
H -0.02 0.00 -0.01
H 0.02 0.03 -0.07
H 0.01 0.00 0.00
H 0.00 0.01 0.01
H -0.01 0.01 0.01
H 0.01 0.01 0.01
H 0.00 0.01 0.00
H 0.00 0.00 0.00
H 0.00 -0.01 0.02
H 0.00 -0.01 0.01
H 0.00 0.00 0.01
H 0.01 -0.01 0.00
H 0.00 -0.08 -0.05
H 0.03 0.03 -0.06
H 0.00 -0.01 -0.01
O 0.13 -0.40 -0.20
C 0.04 0.06 0.06
C -0.24 0.09 0.14
O 0.04 0.07 -0.04
O -0.10 -0.18 -0.07
C 0.03 0.01 -0.03
C 0.00 -0.01 0.04
C 0.02 0.00 0.00
C -0.01 -0.01 -0.01
C 0.00 -0.01 -0.01
C 0.01 -0.01 0.02
C -0.05 0.03 -0.02
C -0.05 -0.04 -0.04
C -0.03 0.01 0.01
C 0.00 0.00 -0.01
C 0.02 -0.02 -0.02
C -0.05 0.04 -0.01
H -0.04 0.03 0.10
H 0.02 0.02 0.00
H 0.00 0.00 0.00
H 0.00 0.00 0.00
H 0.00 0.00 0.00
H 0.05 0.00 0.03
H 0.00 0.01 0.02
H 0.00 0.00 0.01
H 0.00 0.00 0.00
H 0.00 0.00 0.00
H -0.01 -0.06 0.03
O 0.03 -0.03 -0.04
S -0.10 0.06 0.14
O 0.12 -0.06 0.13
O 0.03 0.28 0.04
O 0.09 -0.14 0.17

The molar mass comes out at 946.94 u. Its LUMO energy (alpha / beta) is -1.46 / -1.47 eV. The HOMO-LUMO gap (alpha / beta) comes out at 0.2604 / 0.2603 Eh. The multiplicity is 1. The calculation puts the HOMO energy (alpha / beta) at -8.5493 / -8.5491 eV.